# 1
Density functional theory data (ωB97M-V/def2-TZVPD) for a 2-piece molecular cluster, C28H20BCl2N2O6 overall.

Results
**Electronic energy**: -70341.9423 eV
**Orbital gap**: 6.43 eV
**Highest occupied orbital energy**: -4.4613 eV
**Largest force on an atom**: 5.70 eV/A
**Energy relative to the best compared isomer or geometry (same formula, charge and spin)**: 99.6 kJ/mol
**Molar mass**: 562.2 Da
**Net charge**: -1

Each line ends with the Löwdin charge.
Atoms and positions in Å:
N1 3.224 -1.439 0.882  0.1900
C1 2.059 -1.254 0.830  -0.2312
C2 0.649 -1.444 0.882  -0.0407
C3 0.165 -2.940 0.251  -0.1332
C4 1.028 -3.794 -0.567  -0.1506
N2 1.720 -4.435 -1.280  0.1767
C5 -1.028 -3.696 0.914  -0.3535
O1 -1.537 -4.665 0.389  0.0900
C6 -1.605 -2.988 2.078  -0.6290
Cl1 -3.119 -3.537 2.608  0.7444
C7 -0.974 -1.980 2.735  -0.6359
Cl2 -1.519 -1.411 4.223  0.7893
C8 0.357 -1.571 2.332  -0.4445
O2 1.268 -1.565 3.170  0.0510
C9 -1.915 3.848 -1.659  -0.0355
C10 -0.650 3.379 -1.130  -0.3260
C11 0.604 3.958 -1.176  -0.0270
C12 1.421 3.193 -0.303  -0.0037
C13 0.588 2.297 0.372  -0.1725
B1 -0.535 -2.120 -0.850  -0.2243
C14 0.421 -1.322 -1.817  -0.1149
C15 0.545 -1.231 -3.207  -0.0080
C16 1.827 -0.643 -3.503  -0.0381
C17 2.381 -0.304 -2.316  -0.3206
C18 3.755 0.169 -2.031  -0.0216
O3 1.508 -0.597 -1.309  -0.0203
C19 0.773 1.724 1.638  -0.2056
C20 -0.068 1.402 2.706  -0.0192
C21 0.756 1.334 3.866  -0.0364
C22 2.062 1.330 3.412  -0.3151
C23 3.393 1.055 3.918  -0.0185
O4 2.069 1.618 2.072  0.0577
C24 -1.803 -1.231 -0.674  -0.0990
C25 -2.712 -0.690 0.252  -0.0356
C26 -3.967 -0.438 -0.367  -0.0063
C27 -3.750 -0.727 -1.722  -0.3133
C28 -4.496 -1.014 -2.937  -0.0421
O5 -2.415 -1.055 -1.895  0.0199
O6 -0.637 2.290 -0.288  0.0870
H1 -1.752 4.613 -2.426  0.0837
H2 -2.475 3.031 -2.124  0.0841
H3 -2.572 4.318 -0.908  0.0889
H4 0.856 4.873 -1.698  0.1047
H5 2.457 3.392 -0.051  0.1119
H6 -0.179 -1.510 -3.928  0.0885
H7 2.332 -0.518 -4.468  0.1065
H8 4.290 0.013 -2.980  0.0783
H9 3.827 1.248 -1.823  0.0746
H10 4.260 -0.398 -1.240  0.0638
H11 -1.107 1.095 2.612  0.0987
H12 0.414 1.286 4.898  0.1082
H13 3.588 1.572 4.855  0.0787
H14 3.600 -0.013 4.052  0.0912
H15 4.089 1.404 3.152  0.0905
H16 -2.526 -0.512 1.309  0.0900
H17 -4.899 -0.110 0.082  0.1022
H18 -5.554 -1.253 -2.732  0.0832
H19 -4.470 -0.140 -3.634  0.0860
H20 -4.026 -1.899 -3.448  0.1022



# 2
Density functional theory data (ωB97M-V/def2-TZVPD) for C28H20BrN8O4Ti as an isolated structure.

Results
**⟨S²⟩**: 2.034
**Electronic energy**: -142636.5529 eV
**Orbital gap (spin up / spin down)**: 4.60 / 6.76 eV
**Highest occupied orbital energy (spin up / spin down)**: -2.8518 / -5.1754 eV
**Largest force on an atom**: 1.38 eV/A
**2S+1**: 3
**Molar mass**: 660.3 Da
**Net charge**: -1

Each line ends with the Löwdin spin population.
Atoms and positions in Å:
Ti1 0.154 0.158 0.327  0.3083
O1 1.108 3.130 2.981  0.0746
C1 0.507 2.142 2.352  0.1356
O2 1.118 1.463 1.461  0.0175
C2 -0.811 1.702 2.651  0.1030
C3 -1.799 2.251 3.487  0.0284
C4 -2.971 1.556 3.650  0.0600
C5 -3.143 0.306 3.016  0.0582
C6 -2.149 -0.147 2.171  0.0348
N1 -1.030 0.541 1.964  0.1049
C7 -2.056 -1.476 1.424  0.0035
O3 -2.900 -2.344 1.558  0.0112
O4 -0.979 -1.535 0.738  -0.0012
H1 2.126 2.921 2.952  0.0012
H2 -1.604 3.193 3.977  0.0009
H3 -3.767 1.964 4.255  0.0029
H4 -4.020 -0.297 3.182  0.0024
C8 3.625 2.478 -1.186  0.0344
C9 4.457 1.498 -1.739  0.0137
C10 3.955 0.242 -1.923  0.0179
C11 2.610 -0.055 -1.573  0.0251
N2 1.850 0.884 -0.930  0.0433
C12 2.361 2.108 -0.793  0.0053
N3 2.128 -1.228 -2.004  0.0883
C13 0.816 -1.426 -2.018  0.1151
N4 -0.087 -0.582 -1.455  0.0045
C14 -1.349 -0.940 -1.818  0.1666
N5 -2.434 -0.238 -1.518  0.0428
C15 -2.361 0.930 -0.893  0.0534
C16 -3.588 1.639 -0.762  0.0225
C17 -3.604 2.930 -0.327  0.0367
C18 -2.381 3.554 -0.024  0.0526
C19 -1.236 2.801 -0.076  0.0131
N6 -1.188 1.512 -0.443  0.0567
C20 -1.279 -2.110 -2.651  0.0588
C21 -2.238 -2.889 -3.290  0.0235
C22 -1.811 -3.956 -4.056  0.0262
C23 -0.450 -4.254 -4.189  0.0415
C24 0.516 -3.500 -3.552  0.0109
C25 0.104 -2.424 -2.776  0.0679
H5 3.969 3.491 -1.051  0.0021
H6 5.467 1.744 -2.035  0.0001
H7 4.537 -0.547 -2.372  0.0003
H8 1.712 2.849 -0.343  0.0000
H9 -4.483 1.108 -1.046  0.0006
H10 -4.531 3.475 -0.235  0.0014
H11 -2.341 4.595 0.252  0.0036
H12 -0.287 3.261 0.182  0.0013
H13 -3.287 -2.658 -3.179  0.0009
H14 -2.536 -4.569 -4.576  0.0008
H15 -0.155 -5.093 -4.804  0.0023
H16 1.567 -3.727 -3.647  0.0000
N7 2.414 -0.857 2.143  0.0033
C26 2.797 -1.964 2.787  0.0023
C27 2.285 -3.042 2.093  0.0015
C28 1.589 -2.476 1.022  0.0054
N8 1.672 -1.150 1.075  0.0053
H17 2.742 0.114 2.335  0.0002
H18 3.371 -1.914 3.690  0.0001
H19 2.401 -4.087 2.306  0.0001
H20 1.043 -2.966 0.231  0.0013
Br1 3.853 1.916 3.019  0.0004



# 3
Density functional theory data (ωB97M-V/def2-TZVPD) for C28H20Cl2CoN3O5 as an isolated structure.

Results
**⟨S²⟩**: 3.760
**Electronic energy**: -106742.3149 eV
**Orbital gap (spin up / spin down)**: 7.38 / 7.62 eV
**Highest occupied orbital energy (spin up / spin down)**: -4.8096 / -5.0483 eV
**Largest force on an atom**: 0.27 eV/A
**2S+1**: 4
**Energy relative to the best compared isomer or geometry (same formula, charge and spin)**: 0.0 kJ/mol
**Molar mass**: 608.3 Da
**Net charge**: -1

Each line ends with the Löwdin spin population.
Atoms and positions in Å:
Co1 -0.235 3.075 0.679  2.6697
O1 0.781 1.122 4.192  0.0013
C1 1.233 -0.129 4.013  0.0001
C2 2.193 -0.606 4.907  0.0000
C3 2.694 -1.894 4.823  0.0000
C4 2.240 -2.749 3.829  0.0000
C5 1.294 -2.286 2.929  0.0001
C6 0.791 -0.996 2.999  0.0001
C7 -0.072 0.549 1.417  0.0048
O2 -0.559 1.609 2.067  0.0642
N1 -0.450 0.405 -0.036  0.0026
N2 -1.118 1.574 -0.396  0.0522
C8 -2.372 1.536 -0.591  0.0151
C9 -3.159 2.752 -0.789  0.0059
C10 -4.420 2.596 -1.371  0.0007
C11 -5.266 3.661 -1.606  0.0051
C12 -4.841 4.934 -1.230  0.0009
C13 -3.612 5.119 -0.635  0.0045
C14 -2.726 4.049 -0.384  0.0040
O3 -1.592 4.325 0.216  0.0730
H1 0.183 1.398 3.432  0.0007
H2 2.526 0.076 5.680  0.0000
H3 3.436 -2.227 5.538  0.0000
H4 2.618 -3.760 3.746  0.0000
H5 0.910 -2.920 2.141  0.0000
H6 -2.889 0.574 -0.613  0.0028
H7 -4.729 1.594 -1.648  0.0000
H8 -6.234 3.509 -2.066  0.0004
H9 -5.483 5.791 -1.398  -0.0001
H10 -3.284 6.104 -0.328  0.0002
Cl1 1.770 -4.658 0.148  0.0000
C15 0.350 -3.797 -0.402  0.0000
C16 -0.865 -4.122 0.166  0.0000
C17 -2.008 -3.459 -0.247  0.0001
C18 -1.909 -2.507 -1.245  0.0001
C19 -0.687 -2.204 -1.816  0.0000
Cl2 -0.675 -1.049 -3.110  -0.0001
C20 0.501 -2.809 -1.391  0.0000
N3 1.745 -2.549 -1.925  0.0000
C21 2.234 -1.265 -2.341  0.0000
C22 2.653 -1.160 -3.664  0.0000
C23 3.195 0.016 -4.145  0.0000
C24 3.317 1.103 -3.288  0.0001
C25 2.913 0.996 -1.970  0.0003
C26 2.367 -0.187 -1.464  0.0000
C27 1.999 -0.256 0.000  0.0004
C28 0.987 0.794 0.402  0.0075
O4 -0.197 -0.675 2.089  0.0029
O5 1.361 2.078 0.260  0.0800
H11 -0.900 -4.877 0.939  0.0000
H12 -2.964 -3.681 0.206  0.0000
H13 -2.784 -1.982 -1.601  0.0001
H14 2.463 -3.150 -1.549  0.0000
H15 2.522 -2.019 -4.310  0.0000
H16 3.511 0.088 -5.178  0.0000
H17 3.730 2.037 -3.648  0.0000
H18 2.997 1.837 -1.297  0.0000
H19 2.897 -0.087 0.601  0.0001
H20 1.619 -1.241 0.264  0.0002



# 4
Density functional theory data (ωB97M-V/def2-TZVPD) for C28H20Cl3NO5PPtS as an isolated structure.

Results
**⟨S²⟩**: 2.021
**Electronic energy**: -102026.0533 eV
**Orbital gap (spin up / spin down)**: 7.00 / 6.09 eV
**Highest occupied orbital energy (spin up / spin down)**: -4.5759 / -4.9770 eV
**Largest force on an atom**: 1.53 eV/A
**2S+1**: 3
**Energy relative to the best compared isomer or geometry (same formula, charge and spin)**: 180.3 kJ/mol
**Molar mass**: 814.9 Da
**Net charge**: -1

Each line ends with the Löwdin spin population.
Atoms and positions in Å:
Pt1 14.405 11.662 7.689  1.0283
O1 16.762 14.857 6.567  0.0167
C1 16.293 13.748 6.739  0.0109
O2 15.052 13.616 7.146  0.1913
C2 17.154 12.514 6.641  0.0332
C3 18.407 12.615 7.250  -0.0057
C4 19.196 11.481 7.424  0.0379
C5 18.807 10.262 6.893  -0.0028
C6 17.624 10.156 6.182  0.0342
C7 16.752 11.274 6.108  0.0274
S1 15.120 11.079 5.497  0.2683
H1 18.751 13.566 7.627  -0.0007
H2 20.133 11.511 7.941  0.0026
H3 19.459 9.388 6.973  -0.0009
H4 17.287 9.245 5.731  0.0019
O3 12.391 13.212 6.030  -0.0070
N1 12.409 12.067 6.860  -0.0154
C8 12.275 12.395 8.152  0.1108
C9 11.716 11.401 9.119  0.0120
C10 11.776 11.718 10.477  0.0270
C11 11.281 10.866 11.429  -0.0031
C12 10.660 9.697 11.035  0.0287
C13 10.541 9.388 9.683  -0.0037
C14 11.090 10.206 8.690  0.0250
P1 11.011 9.740 6.905  0.0068
C15 12.650 8.974 6.649  0.0231
C16 13.594 8.824 7.665  0.0208
C17 14.797 8.169 7.398  0.0157
C18 15.055 7.630 6.150  -0.0029
C19 14.111 7.782 5.133  0.0183
C20 12.926 8.432 5.382  -0.0033
C21 9.976 8.189 6.992  0.0015
C22 10.472 6.894 7.105  0.0006
C23 9.609 5.813 7.026  0.0000
C24 8.247 6.003 6.878  0.0001
C25 7.748 7.291 6.782  0.0000
C26 8.605 8.369 6.823  0.0002
H5 13.229 13.666 6.254  -0.0011
H6 12.270 13.438 8.454  0.0053
H7 12.249 12.651 10.768  0.0009
H8 11.361 11.169 12.480  -0.0008
H9 10.230 9.034 11.762  0.0020
H10 10.037 8.472 9.391  -0.0008
H11 13.412 9.211 8.672  0.0069
H12 15.565 8.181 8.136  0.0007
H13 16.014 7.179 5.971  -0.0005
H14 14.353 7.477 4.128  0.0009
H15 12.198 8.587 4.586  -0.0004
H16 11.542 6.727 7.217  0.0003
H17 9.983 4.805 7.100  0.0000
H18 7.575 5.157 6.798  0.0000
H19 6.680 7.447 6.603  0.0000
H20 8.225 9.366 6.710  0.0000
Cl1 14.818 11.863 12.008  -0.0001
C27 15.834 12.779 10.862  0.0014
Cl2 16.919 13.839 11.767  0.0013
Cl3 14.836 13.900 9.894  0.0183
C28 16.576 11.688 10.002  0.0073
O4 17.671 11.321 10.388  0.0122
O5 15.894 11.167 9.033  0.0485